19
Properties=species:S:1:pos:R:3 method="wB97M-V/def2-TZVPD" e_above_lowest_kj_mol=42.16 smiles=CCC.CC
C 0.2184 2.1443 -1.1009
C -0.1542 0.9806 -2.0420
C 0.6515 1.6979 0.3046
H 1.0199 2.7279 -1.5485
H -0.7078 2.7181 -1.0738
H -0.0019 1.2426 -3.0939
H -1.1831 0.6784 -1.9064
H 0.9242 0.6430 0.2717
H 1.5051 2.2800 0.6480
H 0.4787 0.0910 -1.9592
H -0.1145 1.8264 1.0698
C -0.7049 -2.0109 0.6283
C 0.0743 -2.2868 1.9317
H -1.5667 -1.4287 0.9309
H -0.1478 -1.3542 -0.0297
H -1.1058 -2.9109 0.1726
H 0.2232 -3.3441 2.1315
H -0.4563 -1.8580 2.7760
H 1.0477 -1.8366 1.8893

***

12
Properties=species:S:1:pos:R:3 method="wB97M-V/def2-TZVPD" e_above_lowest_kj_mol=562.18
C -0.1821 -0.4616 -2.2136
C 0.0397 -1.5472 -1.0748
C -0.6480 0.6959 1.1375
C 0.8637 0.8750 1.0664
H 0.2607 -2.5487 -1.3688
H -0.8629 -0.1317 1.7471
H -1.5043 1.3853 1.1585
H 1.3254 0.1263 1.5859
H 1.2698 1.8862 0.7875
N -0.9014 0.3807 -2.7898
N 0.2957 -1.1076 0.0060
N 0.0438 0.4475 -0.0420

***

27
Properties=species:S:1:pos:R:3 method="wB97M-V/def2-TZVPD" charge=+3 e_above_lowest_kj_mol=168.74 multiplicity=5 s_squared=6.0398
O 0.9053 -7.2487 -0.3571
C 0.8850 -6.0755 -0.4616
Os -1.3722 -1.6408 0.4643
O 1.5252 -2.2374 1.0005
C 0.3347 -2.2235 0.7648
C -2.5288 0.4698 0.8086
O -3.2037 1.3952 0.8122
C -2.2892 -2.8942 1.4691
O -2.7128 -3.7912 2.1199
C -1.7383 -2.1746 -1.2631
O -1.7895 -2.5517 -2.3919
H 0.1052 -3.7059 -0.0735
C 1.3512 3.4365 -0.0148
N 0.7861 2.2812 -0.6728
C 0.7841 2.1514 -2.1121
C 0.3084 1.2159 0.0754
C 0.4661 1.3765 1.5531
O -0.2142 0.2577 -0.5162
H 1.6900 4.1436 -0.7781
H 2.1992 3.1838 0.6276
H 0.6147 3.9507 0.6084
H 1.3357 1.2720 -2.4471
H -0.2348 2.1285 -2.5064
H 1.2840 3.0621 -2.4993
H -0.0860 2.2552 1.9180
H 0.0652 0.4839 2.0513
H 1.5296 1.4796 1.8206

***

25
Properties=species:S:1:pos:R:3 method="wB97M-V/def2-TZVPD" charge=-1 multiplicity=2 s_squared=0.7505
C 0.4309 -2.9179 0.3211
Cu -0.4443 -0.0808 -0.3270
N 0.0059 1.9687 -0.6630
H -0.0050 -0.3692 -1.7056
H -0.8363 2.5486 -0.6971
H 0.8346 -1.9843 -0.1410
H 0.3416 -3.7176 -0.4291
H -0.5696 -2.6956 0.7344
H 1.0853 -3.2903 1.1221
H 0.5997 2.3529 0.0723
H 0.4915 2.0882 -1.5470
C -3.4580 0.6846 2.5920
P -1.6922 0.3312 2.5409
C -0.8169 1.8930 2.6810
C -1.2386 -0.7189 3.9350
O -1.3446 -0.3968 1.2464
H -3.7239 1.1958 3.5258
H -4.0203 -0.2537 2.5154
H -3.7172 1.3248 1.7401
H -0.9868 2.3306 3.6659
H 0.2564 1.7416 2.5553
H -1.1724 2.6010 1.9313
H -0.1629 -0.9399 3.8853
H -1.4624 -0.2166 4.8867
H -1.7989 -1.6620 3.8796

***

| no. | total energy (Ha) | largest force on an atom (eV/Å) |
| --- | --- | --- |
| 1 | -198.8731 | 1.18 |
| 2 | -319.4981 | 8.78 |
| 3 | -944.3488 | 11.38 |
| 4 | -2274.3766 | 2.35 |